101
Properties=species:S:1:pos:R:3 method="wB97M-V/def2-TZVPD" relative_energy_ev=1.817 spin_multiplicity=1 e_lumo_ev=-0.08 max_force_ev_per_a=3.3
C -4.29 -1.61 -0.75
Sr 0.40 -0.23 -0.37
H -6.16 -1.89 0.27
C 2.07 0.17 3.45
H -2.16 7.18 2.88
O -1.37 -0.32 3.11
C 3.71 1.50 -1.04
C 1.83 -2.82 -5.45
C -1.82 5.24 2.05
C 1.89 7.52 4.08
H 4.49 -3.38 -3.45
H 2.76 8.11 3.82
H 3.95 -2.17 -6.93
N 1.28 -1.52 1.91
H 1.67 1.34 -4.55
H 3.36 -0.21 5.13
C 3.97 0.40 -2.08
H -4.63 -1.96 -1.72
O -0.57 1.68 -0.63
C 1.91 -3.60 3.64
N 1.47 1.08 2.68
H 3.51 -0.17 -4.10
C 2.17 -2.28 3.98
C 0.81 -2.99 -4.53
C 1.01 -2.79 1.60
H -4.55 7.23 2.31
H -5.24 -1.10 2.44
H 5.15 -2.34 -5.64
H 2.67 -3.71 -1.79
H -2.41 2.10 0.80
C 1.85 -1.26 3.10
C 2.36 2.82 4.07
C -2.61 6.34 2.37
H 4.00 1.50 -3.94
C 3.45 -3.27 -3.75
H -3.22 -0.78 3.77
O -1.41 -3.59 -2.69
H 4.63 1.75 -0.51
C 1.31 -3.86 2.42
H -1.26 2.46 2.09
H 0.52 -2.97 0.66
H 2.44 3.88 4.28
C -5.13 -1.57 0.35
C 3.00 1.87 4.86
O -0.09 -2.02 -1.38
C 4.26 -2.79 -6.09
Cl -1.61 4.91 5.16
H 3.54 -0.53 -1.72
C 1.63 2.37 2.99
C -3.95 6.37 2.05
C 1.40 7.51 5.37
H 1.58 -2.58 -6.48
H 2.60 -2.06 4.95
H 5.04 0.23 -2.19
H 3.39 2.42 -1.54
C 0.29 6.74 5.68
H -5.57 5.31 1.11
C 3.40 0.72 -3.47
C -2.39 4.14 1.38
C -4.62 -1.14 1.55
H 1.19 -0.73 -3.28
N -0.46 5.22 2.38
O 0.43 3.52 0.11
C -0.51 2.71 0.12
C -1.67 2.83 1.13
C -3.29 -0.75 1.63
H 0.14 4.84 1.64
C -3.74 4.20 1.06
H 1.06 -4.86 2.10
H 2.16 -4.40 4.32
H 2.22 1.96 0.29
H 4.56 -3.77 -6.49
H 1.14 3.07 2.33
C -0.31 5.98 4.70
Cl 1.89 6.80 1.49
H -4.19 3.36 0.56
C 3.16 -2.96 -5.08
H 3.05 0.62 0.68
H 0.11 0.45 -3.04
C -2.76 -0.22 2.95
C 1.12 -3.30 -3.21
C -4.53 5.30 1.38
C 2.45 -3.45 -2.82
S -0.16 -3.39 -1.99
H -2.30 -1.24 -1.43
C 1.26 6.78 3.10
C 0.12 5.99 3.37
H -0.09 6.69 6.69
O 0.24 -4.39 -1.03
H -3.09 0.82 3.06
H -0.98 -0.15 2.25
H 1.82 2.11 -2.98
N 1.07 0.19 -2.86
H 3.60 2.17 5.71
C -2.98 -1.20 -0.59
N 2.64 1.12 -0.10
H -0.23 -2.89 -4.81
C 1.95 1.16 -3.50
H 1.88 8.10 6.14
C 2.85 0.53 4.54
N -2.47 -0.78 0.57


101
Properties=species:S:1:pos:R:3 method="wB97M-V/def2-TZVPD" relative_energy_ev=1.649 spin_multiplicity=1 e_lumo_ev=-0.07 max_force_ev_per_a=2.8
H 1.67 -3.56 -0.57
H -1.39 -4.60 -1.00
H -4.03 4.21 0.71
H 0.98 -0.59 -2.85
C 6.40 3.28 4.75
N -0.98 -1.39 2.18
O -1.60 1.69 2.63
H 2.74 -0.67 0.99
C 5.90 4.00 5.82
C 3.65 6.02 1.64
C -1.54 -1.96 4.42
O 3.15 1.59 0.32
H 1.97 -1.96 1.61
C 1.32 3.15 0.62
C 4.42 3.82 3.43
C 0.51 -0.60 3.90
C 2.67 0.93 4.57
C 4.66 4.61 5.72
Cl 2.32 5.16 4.51
C -2.41 1.58 -1.46
C -2.60 2.62 0.56
C -3.00 -2.59 2.65
C -3.38 2.38 -2.04
H 7.36 2.79 4.81
H 0.64 -1.40 5.90
H 3.52 1.56 4.79
C -2.12 -1.96 1.79
C 1.53 5.54 -0.05
H 4.23 5.16 6.55
C 2.74 -3.49 -0.77
C -0.70 -1.37 3.49
N 1.22 -1.47 -2.40
C 1.04 -6.36 -4.57
H -4.75 4.00 -1.66
C 2.05 4.48 0.68
H 3.93 -2.93 0.96
H -3.02 3.13 2.59
C 2.05 6.83 0.05
C 2.14 0.07 5.52
O 1.24 1.21 -0.73
N 3.68 3.68 2.27
H 3.15 -4.48 -0.55
S -2.58 -2.21 -2.03
Cl 6.32 2.29 2.25
H 1.04 2.87 1.65
N -2.02 1.69 -0.19
H 3.53 8.06 1.01
O -3.25 -1.48 -3.07
H -0.14 -4.22 -5.76
H 4.49 6.20 2.30
C 5.67 3.20 3.58
H 3.25 -1.06 -2.23
H 4.05 -1.81 -0.38
N 2.32 -1.56 0.74
C 2.97 -3.21 -2.26
H 2.39 -3.93 -2.85
H -1.95 0.80 -2.05
H -1.32 -1.91 5.48
C -0.41 -4.31 -4.71
H 6.47 4.08 6.74
C -1.61 -3.49 -2.81
H -3.36 -3.05 4.72
C -3.58 3.47 0.06
H 0.16 -6.25 -2.01
H 0.60 -2.17 -2.79
H -1.69 -2.57 -4.73
C -2.15 2.82 2.00
H -3.66 2.23 -3.07
C 1.99 1.91 0.02
H 1.62 7.63 -0.53
H -2.35 -1.93 0.73
H 0.48 -7.24 -4.89
C -2.70 -2.59 4.00
C 3.35 -2.44 0.17
C 0.12 -5.35 -3.95
C -3.98 3.35 -1.26
C 1.05 -0.71 5.17
H 0.40 3.30 0.06
N 1.03 0.21 2.98
H 1.54 -5.96 -5.45
H 0.69 5.36 -0.70
H 2.81 -1.73 -3.79
H -3.90 -3.04 2.25
C -1.27 -3.38 -4.15
C 3.14 4.73 1.54
C 3.11 7.06 0.91
O -1.50 -1.39 -1.39
H 2.48 1.59 2.54
C -0.25 -5.44 -2.61
H 3.81 2.82 1.71
Sr 0.08 -0.55 -0.23
C 2.61 -1.80 -2.72
C -1.11 -4.53 -2.04
O -3.39 -2.85 -1.02
H -1.07 1.22 1.98
C 2.09 0.95 3.32
H 2.57 0.00 6.51
H 1.79 -6.70 -3.86
H -1.44 3.66 2.01
H 4.02 -3.38 -2.50
C 3.93 4.50 4.55